1.
{"formula": "C31H41CsN6O5S2", "method": "the ωB97M-V functional and the def2-TZVPD basis", "charge": 0, "relative_energy_kcal_mol": 31.90, "lumo_ev": -0.283, "gap_ev": 6.43, "species": ["Cs", "C", "C", "C", "C", "C", "C", "H", "H", "H", "H", "H", "H", "O", "S", "O", "N", "C", "C", "C", "C", "C", "C", "C", "C", "N", "C", "C", "C", "C", "C", "C", "C", "H", "H", "H", "H", "H", "H", "H", "H", "H", "H", "H", "N", "C", "C", "C", "C", "N", "C", "N", "N", "C", "O", "O", "H", "H", "H", "H", "H", "H", "H", "H", "H", "H", "H", "H", "H", "H", "C", "C", "S", "O", "C", "C", "H", "H", "H", "H", "H", "H", "H", "H", "H", "H"], "positions_angstrom": [[1.005, -0.337, 0.479], [3.892, -0.935, 2.877], [4.658, -0.275, 1.924], [4.846, -0.845, 0.671], [4.271, -2.074, 0.370], [3.509, -2.733, 1.326], [3.318, -2.165, 2.578], [3.756, -0.500, 3.860], [5.119, 0.675, 2.160], [5.449, -0.336, -0.071], [4.408, -2.511, -0.611], [3.060, -3.691, 1.093], [2.725, -2.684, 3.321], [2.621, -1.940, -3.039], [1.391, -1.512, -2.413], [1.116, -2.129, -1.118], [1.236, 0.030, -2.182], [1.353, 0.939, -3.213], [1.443, 0.627, -4.567], [1.504, 1.620, -5.557], [1.499, 2.948, -5.235], [1.442, 3.324, -3.876], [1.474, 4.676, -3.467], [1.430, 4.990, -2.140], [1.346, 3.940, -1.205], [1.308, 2.674, -1.539], [1.361, 2.336, -2.857], [0.042, -2.094, -3.435], [-1.187, -1.455, -3.366], [-2.253, -1.955, -4.099], [-2.083, -3.086, -4.890], [-0.846, -3.716, -4.956], [0.225, -3.218, -4.227], [1.488, -0.411, -4.863], [1.561, 1.320, -6.597], [1.546, 3.712, -6.002], [1.541, 5.453, -4.221], [1.459, 6.018, -1.803], [1.303, 4.152, -0.139], [-1.290, -0.570, -2.745], [-3.217, -1.461, -4.061], [-2.917, -3.472, -5.464], [-0.717, -4.592, -5.579], [1.207, -3.677, -4.264], [-1.685, 1.586, 0.172], [-1.782, 1.661, 1.633], [-2.607, 2.865, 2.122], [-2.520, 3.249, 3.607], [-2.696, 2.092, 4.608], [-1.447, 1.381, 4.910], [-0.395, 1.983, 5.468], [0.822, 1.479, 5.271], [-0.573, 3.036, 6.277], [-0.350, 1.659, 2.204], [0.261, 2.730, 2.313], [0.084, 0.519, 2.580], [-0.965, 2.221, -0.164], [-2.561, 1.863, -0.251], [-2.269, 0.741, 1.976], [-3.654, 2.662, 1.870], [-2.294, 3.738, 1.545], [-3.291, 3.998, 3.806], [-1.555, 3.726, 3.780], [-3.384, 1.353, 4.202], [-3.135, 2.443, 5.544], [-1.172, 0.663, 4.242], [0.921, 1.006, 4.358], [1.612, 2.028, 5.566], [-1.482, 3.434, 6.414], [0.222, 3.530, 6.637], [-0.259, -5.045, -0.702], [-1.491, -4.358, -0.127], [-1.070, -2.674, 0.422], [-0.197, -2.848, 1.616], [-2.727, -2.277, 1.097], [-3.611, -1.623, 0.038], [-0.513, -6.037, -1.077], [0.505, -5.146, 0.070], [0.167, -4.458, -1.515], [-1.871, -4.875, 0.756], [-2.285, -4.248, -0.873], [-2.484, -1.586, 1.908], [-3.173, -3.175, 1.528], [-3.044, -0.863, -0.508], [-4.474, -1.137, 0.496], [-3.982, -2.359, -0.678]], "lowdin_charge": [1.595, -0.115, -0.102, -0.091, -0.097, -0.111, -0.113, 0.095, 0.100, 0.107, 0.109, 0.109, 0.108, -0.304, 0.494, -0.737, -0.304, -0.268, -0.028, -0.084, -0.068, -0.167, -0.028, -0.067, -0.147, 0.109, -0.155, -0.280, -0.061, -0.077, -0.089, -0.076, -0.062, 0.095, 0.103, 0.103, 0.112, 0.097, 0.101, 0.114, 0.103, 0.100, 0.103, 0.117, 0.057, -0.337, -0.149, -0.173, -0.146, 0.104, -0.441, 0.220, 0.216, -0.785, 0.015, -0.421, 0.059, 0.078, 0.118, 0.115, 0.120, 0.112, 0.100, 0.128, 0.110, 0.130, 0.105, 0.125, 0.111, 0.125, -0.122, -0.361, 0.803, -0.579, -0.370, -0.136, 0.076, 0.075, 0.052, 0.089, 0.091, 0.069, 0.085, 0.050, 0.071, 0.068]}



2.
{"formula": "C31H41IN3O10P", "method": "the ωB97M-V functional and the def2-TZVPD basis", "charge": 0, "lumo_ev": -1.034, "smiles": "CCC[C@@H](C)[PH](I)(CCOCC)CC(=O)OC(C)=O.O=[N+]([O-])c1ccccc1.O=[N+]([O-])c1ccccc1.O=[N+]([O-])c1ccccc1", "gap_ev": 7.59, "species": ["C", "C", "C", "C", "C", "P", "I", "C", "C", "O", "C", "C", "C", "C", "O", "O", "C", "C", "O", "H", "H", "H", "H", "H", "H", "H", "H", "H", "H", "H", "H", "H", "H", "H", "H", "H", "H", "H", "H", "H", "H", "H", "H", "H", "H", "C", "C", "C", "C", "C", "C", "N", "O", "O", "H", "H", "H", "H", "H", "C", "C", "C", "C", "C", "C", "N", "O", "O", "H", "H", "H", "H", "H", "C", "C", "C", "C", "C", "C", "N", "O", "O", "H", "H", "H", "H", "H"], "positions_angstrom": [[-1.066, -2.000, 1.805], [-2.601, -2.365, 2.318], [-3.697, -1.369, 1.617], [-3.996, 0.022, 2.459], [-2.754, 0.408, 3.511], [-4.542, 1.501, 1.381], [-5.246, 3.504, 0.046], [-5.992, 0.559, 0.572], [-7.199, 0.127, 1.625], [-7.783, 1.332, 2.234], [-8.202, 1.108, 3.628], [-6.915, 1.048, 4.641], [-2.817, 1.688, 0.544], [-1.845, 2.810, 1.286], [-2.267, 3.958, 1.824], [-0.383, 2.501, 1.409], [0.104, 3.057, 2.706], [0.093, 2.237, 4.137], [0.602, 4.323, 2.762], [-0.510, -3.001, 1.550], [-1.061, -1.231, 0.905], [-0.466, -1.459, 2.684], [-2.635, -2.403, 3.487], [-2.825, -3.457, 1.892], [-3.386, -1.154, 0.500], [-4.727, -1.962, 1.551], [-4.913, -0.238, 3.178], [-1.708, 0.444, 2.988], [-3.017, 1.507, 3.894], [-2.803, -0.283, 4.461], [-4.756, 2.351, 2.560], [-5.661, -0.373, -0.095], [-6.514, 1.303, -0.203], [-6.890, -0.707, 2.385], [-8.048, -0.357, 0.940], [-8.836, 0.123, 3.783], [-8.882, 2.044, 3.921], [-6.024, 1.662, 4.194], [-7.119, 1.422, 5.731], [-6.531, -0.080, 4.705], [-2.198, 0.696, 0.489], [-3.021, 2.114, -0.538], [0.229, 1.079, 3.978], [-0.922, 2.439, 4.726], [0.962, 2.644, 4.825], [2.489, 1.925, -1.541], [3.024, 1.006, -2.445], [2.687, -0.346, -2.350], [1.806, -0.768, -1.345], [1.274, 0.152, -0.431], [1.620, 1.500, -0.534], [1.429, -2.183, -1.256], [1.936, -2.969, -2.071], [0.622, -2.511, -0.374], [2.750, 2.978, -1.622], [3.702, 1.344, -3.226], [3.112, -1.050, -3.063], [0.593, -0.163, 0.357], [1.210, 2.222, 0.169], [8.123, 4.231, 0.871], [7.384, 4.977, -0.049], [6.871, 4.365, -1.195], [7.100, 2.999, -1.407], [7.847, 2.249, -0.489], [8.358, 2.873, 0.651], [6.541, 2.345, -2.596], [5.901, 3.046, -3.394], [6.736, 1.128, -2.732], [8.517, 4.711, 1.765], [7.207, 6.036, 0.128], [6.297, 4.961, -1.902], [8.036, 1.189, -0.644], [8.937, 2.299, 1.371], [2.034, -5.038, -3.917], [2.159, -6.368, -4.324], [2.581, -6.666, -5.622], [2.881, -5.620, -6.506], [2.749, -4.285, -6.102], [2.324, -3.999, -4.803], [3.349, -5.927, -7.862], [3.434, -7.120, -8.188], [3.636, -4.976, -8.603], [1.711, -4.811, -2.903], [1.931, -7.172, -3.629], [2.673, -7.707, -5.924], [2.973, -3.463, -6.779], [2.221, -2.966, -4.479]], "lowdin_charge": [-0.140, -0.232, -0.230, -0.462, -0.125, 0.507, 0.505, -0.360, -0.234, -0.235, -0.238, -0.107, -0.278, -0.253, -0.028, -0.077, -0.241, -0.022, -0.005, 0.076, 0.050, 0.079, 0.105, 0.116, 0.104, 0.110, 0.085, 0.048, 0.080, 0.095, 0.014, 0.114, 0.007, 0.115, 0.143, 0.131, 0.140, 0.058, 0.086, 0.079, 0.080, 0.055, 0.083, 0.106, 0.107, -0.051, -0.058, 0.010, -0.129, 0.010, -0.051, -0.280, 0.032, 0.041, 0.113, 0.100, 0.115, 0.088, 0.084, -0.072, -0.066, 0.000, -0.143, 0.000, -0.066, -0.324, 0.051, 0.060, 0.109, 0.110, 0.119, 0.119, 0.109, -0.071, -0.061, -0.004, -0.147, 0.003, -0.064, -0.328, 0.056, 0.058, 0.084, 0.107, 0.117, 0.118, 0.089]}



3.
{"formula": "C31H41N6OPPdS", "method": "the ωB97M-V functional and the def2-TZVPD basis", "multiplicity": 2, "charge": -1, "relative_energy_kcal_mol": 54.22, "lumo_ev": [1.845, 1.845], "gap_ev": [3.94, 4.29], "species": ["Pd", "O", "N", "C", "C", "C", "C", "C", "S", "H", "H", "H", "H", "C", "C", "C", "C", "C", "C", "C", "C", "N", "C", "C", "C", "C", "N", "C", "C", "C", "C", "C", "C", "C", "C", "H", "H", "H", "H", "H", "H", "H", "H", "H", "H", "H", "H", "H", "H", "H", "H", "H", "H", "H", "H", "H", "H", "H", "H", "C", "N", "C", "N", "C", "N", "C", "P", "C", "C", "H", "H", "H", "H", "H", "H", "H", "H", "H", "H", "H", "H", "H"], "positions_angstrom": [[0.592, 0.018, 0.443], [0.701, 1.074, 2.790], [1.822, 1.542, 3.213], [1.830, 2.320, 4.321], [2.981, 2.836, 4.866], [4.197, 2.561, 4.248], [4.191, 1.789, 3.107], [3.010, 1.259, 2.566], [3.033, 0.260, 1.181], [0.853, 2.492, 4.747], [2.920, 3.438, 5.762], [5.129, 2.941, 4.647], [5.107, 1.550, 2.585], [-2.647, -2.965, -1.321], [-1.910, -3.474, -0.105], [-1.778, -4.845, 0.086], [-1.054, -5.363, 1.147], [-0.397, -4.485, 2.003], [-0.486, -3.114, 1.839], [0.282, -2.158, 2.698], [-1.299, -2.576, 0.802], [-1.367, -1.212, 0.672], [-2.492, -0.510, 0.558], [-3.834, -1.146, 0.873], [-2.475, 0.883, 0.295], [-3.816, 1.577, 0.118], [-1.342, 1.565, 0.170], [-1.328, 2.941, 0.282], [-0.740, 3.740, -0.728], [-0.064, 3.038, -1.868], [-0.751, 5.121, -0.626], [-1.319, 5.752, 0.471], [-1.837, 4.977, 1.497], [-1.848, 3.591, 1.432], [-2.341, 2.774, 2.595], [-2.410, -3.585, -2.190], [-2.368, -1.932, -1.533], [-3.731, -3.002, -1.181], [-2.246, -5.518, -0.627], [-0.982, -6.434, 1.291], [0.204, -4.878, 2.817], [0.991, -2.673, 3.350], [-0.380, -1.537, 3.304], [0.814, -1.456, 2.024], [-3.696, -2.172, 1.211], [-4.503, -1.158, 0.007], [-4.339, -0.593, 1.669], [-4.433, 1.048, -0.613], [-3.670, 2.596, -0.235], [-4.384, 1.621, 1.053], [-0.783, 2.479, -2.473], [0.615, 2.307, -1.425], [0.486, 3.735, -2.505], [-0.300, 5.716, -1.414], [-1.339, 6.834, 0.537], [-2.240, 5.466, 2.380], [-2.250, 3.347, 3.520], [-1.740, 1.871, 2.677], [-3.389, 2.475, 2.487], [2.661, -0.805, -4.456], [3.163, -0.773, -3.026], [3.228, -2.206, -2.510], [1.980, -2.861, -2.647], [1.535, -2.828, -4.028], [1.413, -1.473, -4.553], [0.341, -0.733, -3.842], [0.499, -0.543, -1.894], [2.283, 0.068, -2.145], [0.967, -2.351, -1.704], [3.416, -1.323, -5.055], [2.563, 0.229, -4.786], [4.104, -0.380, -3.007], [3.527, -2.154, -1.462], [3.994, -2.715, -3.103], [0.562, -3.313, -4.091], [2.252, -3.376, -4.649], [-0.608, -1.236, -4.051], [0.276, 0.269, -4.278], [2.739, 0.120, -1.163], [2.253, 1.076, -2.563], [0.066, -2.962, -1.797], [1.336, -2.478, -0.685]], "lowdin_charge": [0.203, -0.174, -0.237, -0.042, -0.102, -0.119, -0.133, -0.673, 0.598, 0.125, 0.090, 0.090, 0.084, -0.067, -0.250, -0.090, -0.123, -0.076, -0.213, -0.071, -0.249, 0.028, -0.308, -0.046, -0.317, -0.049, 0.064, -0.229, -0.216, -0.074, -0.084, -0.126, -0.080, -0.212, -0.044, 0.070, 0.063, 0.070, 0.098, 0.082, 0.097, 0.073, 0.080, -0.002, 0.075, 0.067, 0.075, 0.071, 0.079, 0.059, 0.072, 0.029, 0.068, 0.095, 0.082, 0.097, 0.072, 0.068, 0.059, -0.152, -0.080, -0.125, -0.148, -0.188, -0.164, -0.311, 0.912, -0.306, -0.305, 0.130, 0.134, 0.172, 0.143, 0.133, 0.129, 0.124, 0.066, 0.066, -0.052, 0.085, 0.074, 0.080]}



no.,total energy (eV)
1,-74209.10791
2,-75129.46923
3,-67401.77840